{"formula": "C33H57BrClCsFKMgN4O12PS", "method": "ωB97M-V/def2-TZVPD", "e_homo_ev": -6.57, "gap_ha": 0.0802, "energy_ev": -193381.1325, "charge": 1, "species": ["C", "C", "O", "O", "C", "C", "C", "C", "C", "C", "C", "O", "C", "O", "C", "C", "C", "C", "C", "C", "C", "O", "C", "C", "C", "C", "C", "C", "C", "C", "C", "P", "O", "O", "O", "N", "C", "N", "N", "C", "S", "H", "H", "H", "H", "H", "H", "H", "H", "H", "H", "H", "H", "H", "H", "H", "H", "H", "H", "H", "H", "H", "H", "H", "H", "H", "H", "H", "H", "H", "H", "H", "H", "H", "H", "H", "H", "H", "H", "H", "H", "H", "H", "H", "H", "H", "Br", "Cs", "C", "O", "O", "O", "H", "K", "F", "Mg", "C", "C", "C", "O", "C", "N", "H", "H", "H", "H", "H", "H", "H", "H", "H", "H", "H", "Cl"], "coordinates": [[-7.25310, 0.57811, 1.67517], [-6.83354, -0.21183, 0.42322], [-7.01612, 0.29437, -0.65292], [-6.28192, -1.48462, 0.48028], [-4.90671, -1.35594, 0.82502], [-3.96622, -1.26456, -0.44150], [-2.79516, -2.27522, -0.32736], [-1.57260, -1.86811, -1.22946], [-1.18387, -0.42540, -0.75958], [0.28861, -0.02683, -0.93257], [1.09831, 0.05978, 0.42880], [0.40587, 0.61901, 1.50555], [0.57046, 1.94599, 1.86539], [1.61473, 2.51224, 2.19865], [-0.65740, 2.73840, 2.05320], [-1.87195, 2.47686, 1.36865], [-3.09636, 3.20939, 1.55636], [-3.11639, 4.23969, 2.47426], [-1.87756, 4.54160, 3.17503], [-0.70291, 3.84650, 2.99908], [2.58945, 0.44561, 0.16972], [3.36963, 0.68224, 1.32265], [3.33260, -0.46014, 2.17774], [4.63881, -0.70678, 2.96670], [5.63922, -1.50006, 2.07247], [5.21519, 0.58972, 3.64234], [6.73822, 0.83814, 3.46102], [7.48944, -0.02331, 4.55686], [6.96179, 2.42350, 3.81753], [2.86819, 1.51068, -0.94435], [3.27140, 2.92302, -0.43847], [2.46001, 4.38702, -1.11236], [2.39701, 4.51668, -2.58900], [3.44407, 5.59638, -0.60904], [1.06422, 4.71335, -0.34632], [1.96808, 1.40509, -2.13324], [0.50469, 1.17107, -1.85702], [-0.24904, 2.33939, -1.50928], [-0.02289, 0.68668, -3.21027], [-1.08983, 1.12351, -3.55383], [-2.63469, 1.44628, -3.77982], [-8.16563, 0.08302, 2.16835], [-7.58065, 1.59941, 1.41187], [-6.44739, 0.64327, 2.43127], [-4.82103, -0.42325, 1.49752], [-4.62267, -2.24827, 1.49580], [-4.64601, -1.45727, -1.29245], [-3.66942, -0.19076, -0.48434], [-3.18068, -3.27230, -0.59881], [-2.49965, -2.33366, 0.74560], [-1.83128, -1.95317, -2.29863], [-0.75865, -2.56091, -0.92401], [-1.89182, 0.26374, -1.25836], [-1.48091, -0.39743, 0.30948], [0.76683, -0.89028, -1.45510], [1.13859, -1.02318, 0.68325], [-1.88424, 1.67228, 0.62739], [-3.99118, 2.91083, 0.99358], [-4.06444, 4.76356, 2.62028], [-1.89672, 5.35916, 3.90327], [0.20834, 4.08897, 3.55208], [3.04428, -0.49390, -0.23737], [3.08004, -1.41046, 1.66380], [2.52085, -0.31202, 2.92061], [4.36131, -1.39542, 3.79005], [5.96562, -0.92709, 1.18637], [6.48767, -1.92172, 2.63987], [5.08995, -2.38194, 1.68609], [4.59679, 1.45043, 3.32812], [5.05234, 0.49629, 4.73491], [7.12860, 0.70140, 2.40881], [7.15994, 0.27026, 5.57182], [8.59361, 0.05308, 4.51362], [7.21313, -1.08747, 4.45764], [7.34718, 2.94289, 2.86772], [7.64160, 2.58389, 4.71930], [5.98129, 2.89151, 4.00757], [3.83596, 1.16447, -1.36655], [3.16208, 3.01130, 0.67007], [4.35391, 3.11546, -0.57519], [3.15742, 6.40702, -1.05746], [0.50094, 5.23948, -0.93560], [2.26190, 0.56508, -2.65093], [2.04410, 2.16442, -2.82996], [0.08664, 3.15088, -2.02663], [-0.19253, 2.53152, -0.49831], [-8.79617, -0.02021, 3.99523], [-2.98128, 3.83108, -4.63295], [-8.42471, 2.34831, -3.24257], [-8.18487, 2.67632, -2.05250], [-9.09608, 1.12048, -3.32827], [-8.15860, 2.92424, -4.30888], [-9.12241, 0.98286, -2.36750], [9.04496, 2.42343, 2.84338], [-3.62911, -3.15665, 2.35457], [-3.19698, 0.32554, 1.77996], [-1.50099, -5.63721, -3.60373], [-0.26371, -4.75677, -3.46913], [0.73564, -4.91914, -4.62771], [1.52777, -6.08922, -4.55875], [0.90763, -7.25895, -5.07080], [0.36782, -5.01661, -2.17065], [-1.29566, -6.68279, -3.37573], [-2.27638, -5.30691, -2.91126], [-1.91421, -5.58212, -4.61331], [-0.60702, -3.71635, -3.48024], [1.44535, -4.08554, -4.57862], [0.23595, -4.84644, -5.60205], [0.26428, -7.03932, -5.92683], [0.33675, -7.76408, -4.28956], [1.69542, -7.93859, -5.39556], [1.13704, -4.36258, -2.04540], [0.83014, -5.92093, -2.23264], [-9.03833, -2.23248, 3.00583]]}